{"formula": "C36H43N16O2S2Ti", "method": "the ωB97M-V functional and the def2-TZVPD basis", "charge": 0, "energy_ev": -110751.16231, "de_lowest_ev": 0.528, "multiplicity": 2, "s_squared": 0.753, "fmax_ev_per_a": 3.46, "species": ["Ti", "C", "C", "N", "N", "H", "C", "H", "H", "S", "H", "C", "N", "H", "N", "H", "H", "C", "H", "H", "H", "C", "N", "H", "H", "H", "N", "H", "C", "H", "C", "N", "H", "N", "H", "H", "C", "H", "N", "C", "C", "C", "C", "H", "H", "H", "C", "C", "C", "C", "H", "C", "C", "C", "C", "C", "C", "C", "O", "C", "N", "C", "N", "H", "C", "H", "H", "C", "S", "H", "C", "H", "N", "C", "C", "H", "H", "H", "H", "C", "O", "H", "C", "H", "H", "H", "H", "H", "C", "H", "H", "N", "N", "N", "C", "H", "H", "H", "C", "N"], "xyz": [[0.184, -0.535, -0.149], [1.249, 2.298, -0.211], [-2.479, -0.479, 3.379], [-1.782, 4.370, -5.737], [1.148, 1.160, 0.500], [0.537, 3.651, -1.564], [1.657, -2.401, 2.355], [-2.415, 3.702, -3.740], [-1.567, 1.593, -5.880], [0.614, -0.290, 5.064], [-3.802, 4.487, -6.311], [2.208, 0.200, 5.113], [2.914, 0.661, 4.056], [-4.443, -2.871, 0.198], [0.186, 4.931, -5.266], [2.268, -0.109, 7.096], [-2.551, -4.032, -2.008], [4.977, 0.356, 5.258], [3.641, -1.980, -3.624], [5.969, 0.782, 5.332], [4.481, 2.065, 4.090], [-2.909, 3.997, -6.638], [2.492, 2.821, -0.052], [-3.966, -2.011, -1.382], [5.088, -0.675, 5.011], [-3.286, -3.453, 4.835], [0.274, 2.828, -1.025], [-5.202, -1.945, 5.606], [-4.182, 2.111, -5.642], [-3.152, -4.869, -0.635], [1.186, -0.265, -2.023], [2.339, 1.020, 1.232], [-1.841, 2.059, 1.715], [3.054, 2.014, 0.870], [-3.696, 2.263, -4.693], [-1.566, -2.387, 3.453], [-2.309, -4.275, -0.964], [-0.111, 1.733, 2.315], [-1.250, 1.077, -0.690], [2.283, -1.138, -2.236], [-4.463, -1.577, 4.930], [0.637, 0.368, -3.171], [1.103, 0.103, -4.402], [-3.753, -1.138, 0.246], [2.770, -0.756, -5.515], [-2.331, 0.605, -7.104], [-2.068, 1.624, -6.894], [2.803, -1.277, -3.511], [1.942, -3.168, 3.450], [-1.004, 2.354, -0.957], [-0.306, 0.866, -2.986], [4.320, 0.986, 4.080], [-3.575, 0.314, 3.674], [3.590, -3.315, 1.166], [-3.276, 2.556, -6.787], [-2.408, -1.804, 3.793], [4.181, 0.522, 6.509], [-4.568, -0.235, 4.441], [-0.858, -0.679, 1.758], [-1.170, 1.576, 2.476], [-0.597, 4.851, -6.265], [2.772, -1.902, -1.102], [-2.604, 0.991, -0.666], [-3.888, 2.540, -7.715], [-3.431, -2.397, 4.545], [2.427, 0.725, 3.181], [-5.036, 2.761, -5.564], [2.378, -2.524, 1.137], [-2.132, -2.769, 0.020], [4.541, -0.078, 7.376], [-1.405, 0.088, 2.564], [-1.435, 1.961, 3.456], [1.992, -1.836, 0.046], [3.936, -3.981, 2.391], [2.236, -0.652, -4.568], [1.321, -3.083, 4.346], [-3.662, 1.382, 3.359], [5.205, -3.956, -0.095], [-1.403, -4.876, -0.972], [3.868, -2.760, -1.140], [-1.163, -1.922, -0.827], [-5.461, 0.324, 4.721], [-1.620, 4.133, -4.408], [-1.328, 1.979, -7.584], [4.335, 1.591, 6.781], [0.673, 0.456, -5.304], [0.887, -1.678, 2.356], [-4.560, 1.029, -5.769], [3.070, -3.978, 3.456], [4.717, 0.584, 3.114], [3.269, -4.594, 4.338], [-0.405, 4.460, -4.077], [-3.127, 2.184, -0.918], [2.843, 0.112, 6.306], [4.266, -3.419, -0.023], [-2.550, 4.359, -7.609], [4.872, -4.548, 2.408], [4.374, -2.930, -2.126], [-3.859, -2.087, -0.326], [-2.123, 3.071, -1.048]], "atomic_forces_ev_per_a": [[-0.09, 0.62, -0.67], [1.75, -0.44, 0.17], [0.31, -0.07, 0.40], [-0.67, -0.84, -0.54], [-0.05, -0.04, 0.50], [-0.43, -0.25, 0.15], [0.26, -0.52, -0.53], [1.13, 0.69, -0.75], [-0.40, 0.07, -0.97], [-0.92, -0.04, -0.34], [-0.38, 0.88, 0.04], [0.87, 0.39, -0.18], [-0.98, -0.43, 1.49], [-0.21, 0.74, -0.47], [0.12, -0.47, 0.92], [-0.17, -0.11, -0.06], [0.26, 0.36, 0.26], [0.82, -0.62, -0.40], [-0.25, 0.58, -0.41], [0.26, 0.03, 0.34], [-0.17, 0.13, -0.14], [1.56, 0.93, -0.34], [-1.36, -0.72, 0.78], [-0.29, 0.22, -0.66], [0.18, -1.04, 0.07], [-0.47, 0.75, 0.04], [1.44, 0.31, 0.38], [-0.58, -0.15, 0.23], [-0.57, -1.33, -0.44], [-0.10, -0.09, 0.59], [0.02, -0.56, -0.48], [-1.42, 1.33, -1.90], [0.77, -0.58, 0.46], [1.34, 0.52, 0.01], [0.40, -0.55, 0.45], [0.20, -0.04, 0.13], [-0.10, 0.09, -0.88], [-0.12, 0.23, -0.32], [-0.95, -0.18, -0.05], [-1.18, 1.19, 0.07], [-0.34, 1.22, -0.59], [-0.95, -0.85, 2.60], [0.68, 0.28, -1.46], [-0.76, -0.42, -0.77], [-0.66, 0.03, -0.03], [-0.28, -0.45, -0.33], [0.30, 0.54, 1.79], [1.36, -1.39, 1.01], [-0.76, 0.77, -0.01], [-0.74, 0.18, 0.34], [0.07, 0.43, -0.42], [-0.19, 0.21, -1.37], [-0.44, 1.11, 0.23], [-1.69, 0.43, 1.61], [-0.26, -1.44, -0.05], [-0.36, -0.27, -0.46], [1.26, 0.73, 1.39], [-0.68, -1.47, 1.04], [0.19, 0.08, 0.15], [-0.71, -0.31, 0.85], [-1.35, -0.61, 1.94], [-1.89, -0.31, 1.85], [-0.51, 0.55, -0.12], [0.41, -0.15, 0.33], [1.43, 0.10, -0.30], [-0.12, -0.08, -0.52], [-0.67, 0.19, -0.25], [1.36, -0.55, 1.02], [-0.94, -0.04, -1.17], [0.26, 0.40, -0.69], [-0.12, 0.25, -1.92], [0.04, 0.40, 0.07], [0.96, 0.21, -1.62], [-0.06, -0.23, -0.70], [1.28, -0.37, -1.13], [0.21, 0.05, -0.33], [0.22, -1.13, 0.14], [-0.11, -0.38, 0.20], [0.10, 0.16, 0.31], [0.42, -0.09, -1.57], [-0.24, -0.46, 0.52], [0.32, 0.01, -0.09], [-0.62, -0.22, -0.56], [0.37, 0.13, -0.56], [-0.69, -0.33, 0.21], [-0.69, 0.67, -0.55], [-0.80, 0.43, 0.32], [0.73, 1.66, 0.35], [1.16, -0.80, 0.19], [0.02, 0.48, 0.80], [0.13, 0.29, -0.30], [0.64, 0.68, -1.02], [1.57, -1.24, 0.58], [-0.57, 0.23, -0.55], [1.59, -0.16, -0.78], [-0.37, 0.23, 0.26], [-0.39, 0.10, 0.06], [-0.31, 0.33, 1.33], [2.33, -0.68, 2.47], [0.08, -0.08, -0.70]]}

{"formula": "C3H4N4O", "method": "the ωB97M-V functional and the def2-TZVPD basis", "charge": 0, "energy_ev": -11178.22015, "de_lowest_ev": 5.749, "smiles": "C/N=c1\\nncno1", "fmax_ev_per_a": 3.52, "species": ["H", "N", "H", "C", "H", "N", "C", "N", "N", "C", "H", "O"], "xyz": [[-3.336, -0.471, -0.028], [2.418, -1.017, 0.113], [-2.452, 0.880, -0.727], [-2.386, 0.090, 0.009], [-2.470, 0.319, 1.097], [1.570, 1.236, 0.056], [0.008, -0.430, -0.103], [0.374, 0.917, 0.146], [-1.145, -0.842, -0.193], [2.592, 0.212, -0.227], [3.750, 0.607, -0.250], [1.077, -1.500, 0.107]], "atomic_forces_ev_per_a": [[0.75, -0.50, -0.87], [-0.87, -0.06, -1.36], [0.32, 0.44, 0.36], [0.66, -1.95, 0.85], [0.90, 0.79, -0.87], [0.79, -0.35, -0.83], [1.39, -1.42, 1.17], [0.99, -0.33, -0.05], [-2.73, 0.41, 0.10], [1.50, 0.72, 1.79], [-3.37, -1.02, -0.04], [-0.33, 3.26, -0.25]]}

{"formula": "C31H55ClN4O3PSi", "method": "the ωB97M-V functional and the def2-TZVPD basis", "charge": 1, "energy_ev": -74827.25629, "fmax_ev_per_a": 0.70, "species": ["C", "H", "C", "C", "C", "H", "H", "H", "H", "H", "C", "O", "H", "H", "H", "H", "H", "C", "H", "C", "N", "H", "C", "H", "C", "H", "H", "H", "H", "H", "H", "H", "H", "C", "C", "Cl", "H", "N", "H", "H", "H", "H", "C", "H", "C", "H", "Si", "H", "H", "H", "H", "C", "P", "C", "O", "C", "C", "H", "H", "H", "C", "H", "H", "H", "C", "H", "C", "H", "H", "H", "H", "H", "C", "N", "H", "N", "H", "H", "C", "C", "C", "C", "H", "C", "C", "C", "H", "H", "H", "H", "H", "C", "C", "O", "C", "H"], "xyz": [[-5.009, 2.494, -0.233], [-3.063, -5.033, 1.138], [4.837, 1.929, 0.724], [3.987, 3.815, -2.287], [4.921, 3.821, -1.064], [4.038, 4.775, -2.804], [-0.182, -7.322, -1.843], [-0.533, -8.243, -0.368], [2.414, -3.077, -2.422], [6.569, 0.632, 0.775], [2.566, 3.503, -1.848], [6.080, -1.098, 2.561], [-2.908, 1.179, -0.821], [4.625, 2.807, 1.335], [-0.514, -3.364, -2.413], [2.316, 0.694, -2.567], [-0.267, -0.534, 1.611], [5.803, 0.991, 1.464], [3.603, -1.220, -2.628], [5.102, -0.222, 2.031], [0.161, -1.362, -1.062], [-5.293, 2.391, -1.284], [-1.958, 2.879, -1.652], [1.326, -5.320, 0.506], [-1.246, -0.090, 1.773], [0.764, -6.652, 1.508], [6.306, 1.535, 2.264], [-4.677, 1.524, 0.140], [5.775, 4.474, -1.233], [4.947, 1.707, -1.399], [-2.718, 4.815, -1.397], [4.334, 3.035, -2.969], [-3.807, 3.744, -2.288], [-0.766, 3.368, -2.230], [-6.230, 2.506, 2.994], [-1.479, -0.072, 3.545], [-0.510, -2.767, 0.349], [-5.087, 2.061, 3.691], [-3.020, -0.800, -0.966], [4.484, -2.364, 2.993], [-4.716, 2.789, 4.291], [-8.082, 2.447, 2.666], [-3.892, 3.546, -0.127], [-4.359, 4.487, 0.163], [1.601, 3.163, -2.995], [4.359, 4.265, -0.237], [-1.061, -5.902, 0.014], [-5.363, 1.285, 4.284], [-0.710, 4.409, -2.526], [4.398, 0.053, 2.828], [-1.852, -7.733, -1.435], [-2.186, -1.191, -0.391], [2.806, -1.927, -1.717], [5.354, 2.397, -0.653], [3.419, -2.190, -0.400], [1.321, -0.893, -1.652], [0.279, 1.232, -2.026], [4.537, -0.736, 1.245], [5.978, -2.659, 3.885], [3.880, 1.419, 0.572], [-0.934, -0.615, -0.980], [1.358, 4.055, -3.571], [-6.887, 1.986, 0.662], [5.861, -3.118, 2.177], [0.470, -5.699, 1.072], [6.439, 2.319, -0.681], [5.574, -2.365, 2.916], [-3.188, 3.292, 0.665], [-3.301, -0.319, 1.269], [-2.498, -1.817, 1.662], [2.092, 2.461, -3.669], [-6.277, 4.297, 2.066], [-0.202, -3.830, -1.474], [-5.911, 3.372, 1.897], [2.151, 4.313, -1.245], [-7.381, 2.096, 3.316], [-3.299, -6.722, 0.683], [0.303, -4.989, 1.885], [-2.584, -6.013, 1.093], [-2.012, 1.564, -1.284], [-0.902, 0.723, -1.440], [-3.129, 3.806, -1.435], [-2.294, -6.300, 2.102], [-2.376, -0.876, 1.128], [0.334, 2.582, -2.434], [-0.887, -7.443, -1.021], [-6.839, 3.627, 0.018], [-2.197, -2.267, -0.534], [1.175, -2.877, -0.041], [-1.251, 0.954, 1.472], [0.656, -4.477, -1.664], [0.190, -2.715, -0.477], [1.385, 0.360, -2.134], [-1.299, -4.556, -0.978], [-6.265, 2.877, 0.561], [2.608, 2.626, -1.190]], "atomic_forces_ev_per_a": [[0.00, 0.24, 0.09], [-0.08, 0.00, 0.10], [0.15, 0.12, -0.11], [0.22, 0.18, 0.37], [-0.38, -0.13, 0.01], [-0.09, -0.02, -0.12], [0.07, -0.07, -0.01], [0.01, -0.12, -0.08], [-0.07, 0.05, -0.16], [0.06, -0.03, 0.03], [-0.05, -0.40, -0.19], [0.02, 0.15, 0.05], [-0.02, 0.05, -0.03], [-0.02, -0.02, 0.09], [0.11, -0.06, -0.12], [-0.03, 0.07, -0.05], [0.06, 0.04, -0.11], [-0.21, 0.05, -0.15], [-0.15, 0.07, -0.13], [0.14, -0.31, 0.10], [0.01, 0.00, 0.23], [-0.03, -0.24, -0.02], [-0.13, 0.18, -0.16], [0.08, -0.13, -0.01], [-0.20, 0.00, 0.40], [-0.04, -0.05, 0.02], [0.13, -0.06, 0.00], [0.05, -0.07, -0.09], [0.11, -0.09, -0.08], [0.30, -0.15, -0.11], [-0.12, 0.10, -0.17], [0.00, 0.11, -0.23], [-0.01, 0.09, -0.08], [-0.19, -0.04, -0.01], [0.23, 0.01, 0.03], [0.01, -0.01, -0.02], [0.03, 0.15, 0.04], [-0.38, -0.32, 0.06], [-0.04, -0.01, 0.01], [-0.03, 0.05, 0.01], [0.33, 0.08, -0.30], [-0.03, -0.05, 0.00], [-0.36, 0.04, -0.36], [0.05, 0.04, 0.08], [0.06, 0.14, 0.29], [0.11, 0.13, 0.05], [-0.30, -0.61, 0.18], [-0.05, 0.11, 0.17], [-0.08, 0.07, 0.01], [-0.08, 0.10, -0.03], [-0.01, -0.05, -0.06], [0.05, -0.06, 0.15], [0.42, -0.21, 0.48], [-0.30, 0.20, 0.19], [-0.10, -0.07, -0.02], [0.10, -0.44, -0.13], [-0.09, 0.08, 0.11], [-0.01, 0.07, -0.05], [0.08, 0.04, 0.00], [-0.09, 0.02, 0.09], [-0.12, -0.16, -0.06], [0.06, 0.01, -0.07], [-0.20, 0.06, -0.12], [-0.01, 0.01, -0.07], [0.02, 0.55, -0.20], [0.05, -0.05, -0.04], [-0.08, -0.16, 0.07], [-0.02, 0.05, 0.12], [-0.04, 0.00, 0.03], [0.02, -0.04, 0.04], [-0.06, 0.02, -0.13], [-0.15, -0.03, -0.01], [-0.38, 0.18, 0.07], [-0.07, 0.36, 0.17], [0.03, 0.06, 0.01], [0.00, -0.13, -0.12], [-0.08, -0.07, 0.12], [-0.02, -0.05, 0.08], [0.32, 0.31, -0.33], [-0.23, -0.07, 0.22], [0.21, 0.13, -0.23], [0.44, -0.09, 0.45], [-0.14, -0.12, 0.07], [-0.02, 0.01, -0.17], [0.24, 0.04, -0.28], [-0.02, 0.33, 0.07], [0.03, 0.08, 0.02], [-0.07, -0.03, -0.11], [0.08, 0.14, -0.07], [0.14, -0.01, -0.17], [0.05, -0.02, -0.11], [0.07, -0.53, 0.14], [0.10, 0.29, -0.11], [0.29, 0.07, 0.19], [0.32, -0.21, 0.19], [0.00, 0.05, 0.12]]}

{"formula": "C5H10O", "method": "the ωB97M-V functional and the def2-TZVPD basis", "charge": 0, "energy_ev": -7393.69407, "de_lowest_ev": 1.071, "smiles": "CC/C(C)=C\\O", "fmax_ev_per_a": 0.47, "species": ["H", "H", "H", "H", "H", "H", "H", "C", "H", "H", "C", "O", "C", "C", "H", "C"], "xyz": [[-0.824, -1.408, 0.709], [0.135, 1.179, 2.241], [1.845, 0.944, 1.910], [2.478, 0.419, -0.352], [0.848, -0.417, 2.489], [-0.685, -1.158, -1.851], [-1.628, 0.137, 0.787], [-0.885, -0.429, 0.210], [0.278, 0.972, -1.894], [-1.750, 0.251, -1.693], [1.410, 0.364, -0.554], [1.134, 0.529, -1.886], [0.501, 0.158, 0.405], [-1.422, -0.675, -1.204], [-2.299, -1.327, -1.151], [0.865, 0.462, 1.835]], "atomic_forces_ev_per_a": [[-0.08, 0.14, 0.01], [0.14, -0.17, -0.07], [-0.11, -0.19, -0.03], [-0.17, 0.37, 0.11], [-0.03, 0.02, -0.05], [-0.11, 0.04, 0.14], [0.13, 0.01, -0.06], [-0.04, 0.01, 0.05], [0.07, -0.21, -0.41], [0.07, -0.10, 0.06], [-0.02, 0.11, 0.36], [-0.10, -0.05, -0.09], [0.11, -0.01, -0.10], [-0.04, -0.01, -0.04], [0.10, 0.13, 0.01], [0.07, -0.08, 0.13]]}

> Which of these has the highest charge?

C31H55ClN4O3PSi